1.
A molecular structure, C21H28BN5OPdS4, computed with ωB97M-V/def2-TZVPD.

Summary:
E_tot: -2911.602713 Eh
energy relative to the best compared isomer or geometry (same formula, charge and spin): 0.0 kcal/mol
LUMO level: 0.01377 Eh
frontier orbital gap: 6.92 eV

Geometry (Å):
Pd 0.5680 -0.4244 0.6127
S 1.9588 -0.4409 4.7189
C 0.3172 -0.9167 4.7403
C -0.2383 -0.9497 3.4937
C 0.6907 -0.5778 2.4750
C 1.9337 -0.3138 3.0100
C 3.0657 -0.0629 2.1421
C 4.3942 0.0595 2.5409
C 5.3678 0.1955 1.5717
C 5.0044 0.2036 0.2301
C 3.6648 0.0909 -0.0905
N 2.7181 -0.0248 0.8388
H -0.1617 -1.1488 5.6777
H -1.2556 -1.2461 3.3000
H 4.6523 0.0277 3.5903
H 6.4071 0.2842 1.8582
H 5.7421 0.2930 -0.5541
H 3.3073 0.1009 -1.1126
C -1.5219 2.3099 3.6858
N -2.3760 1.4276 2.9168
C -3.5086 0.7921 3.3828
C -4.0336 0.1285 2.3311
N -3.2444 0.3635 1.2231
B -3.7230 0.0181 -0.2102
N -2.8650 -1.0713 -0.9965
C -3.1815 -1.2499 -2.3221
C -2.3707 -2.2034 -2.8366
N -1.5434 -2.5956 -1.8104
C -0.4614 -3.5593 -1.9097
C -1.8696 -1.9076 -0.6869
S -1.0767 -2.1921 0.8219
C -2.2199 1.1536 1.6015
S -0.9237 1.7364 0.6629
H -1.6691 2.0922 4.7415
H -1.7646 3.3529 3.4810
H -0.4836 2.1259 3.4166
H -3.8214 0.8656 4.4080
H -4.9123 -0.4834 2.2597
H -4.8427 -0.4325 -0.1032
H -3.6962 1.0067 -0.9078
H -3.9641 -0.6770 -2.7839
H -2.3118 -2.6362 -3.8186
H -0.4412 -3.9280 -2.9332
H -0.6270 -4.3840 -1.2195
H 0.4824 -3.0724 -1.6644
C 1.5674 0.2157 -4.5783
C 0.1374 -0.0047 -4.1126
S -0.1505 0.3711 -2.3835
O 0.9937 -0.3646 -1.6538
C 0.2566 2.1438 -2.3943
C 1.5809 2.4588 -1.7212
H 1.6970 -0.1884 -5.5823
H 2.2602 -0.2955 -3.9119
H 1.8309 1.2724 -4.6070
H -0.1511 -1.0518 -4.2056
H -0.5958 0.5846 -4.6662
H -0.5761 2.6092 -1.8695
H 0.2484 2.4693 -3.4352
H 1.6260 2.0424 -0.7152
H 1.6857 3.5412 -1.6471
H 2.4236 2.0664 -2.2892


2.
A molecular structure, C21H28BiClF3N2O2, computed with ωB97M-V/def2-TZVPD.

Summary:
E_tot: -2051.234932 Eh
LUMO level (spin up / spin down): 0.10604 / 0.10589 Eh
frontier orbital gap (spin up / spin down): 3.85 / 3.88 eV
charge: -1

Geometry (Å):
Bi 0.1586 0.2371 -0.2495
Cl 0.8206 -2.3612 0.0320
N -1.4517 -0.6958 -1.4398
N 1.3659 0.6308 1.5550
C -1.1483 -1.1916 -2.6276
C 2.6413 0.9439 1.3695
C -2.8794 -0.9255 -1.1068
C -3.2035 -1.9642 -2.1593
C -3.5876 0.4178 -1.2810
C -3.0371 -1.4370 0.3011
H -3.1331 0.9827 -2.1090
H -3.5347 1.0178 -0.3611
H -4.6273 0.1871 -1.5167
H -2.5948 -2.4699 0.4371
H -4.0746 -1.4034 0.6352
H -2.5714 -0.7406 1.0057
C 0.9889 0.6985 2.9883
C 2.1654 1.4908 3.5070
C 0.9959 -0.7111 3.5484
C -0.3649 1.4161 3.1472
H -0.3575 2.3769 2.6152
H -0.5239 1.5581 4.2183
H -1.1998 0.8125 2.7770
H 1.9148 -1.2521 3.2993
H 0.1982 -1.3058 3.1179
H 0.7536 -0.6797 4.6087
O 3.2343 1.3889 2.4472
H 2.5905 1.0717 4.4167
H 1.9227 2.5533 3.5798
O -2.1325 -1.8363 -3.2012
H -4.1557 -1.7783 -2.6425
H -3.1040 -2.9787 -1.7580
C 0.1986 -1.0789 -3.2936
C 3.4042 0.8430 0.0739
C 2.5466 1.0933 -1.1491
H 3.8009 -0.1905 0.0458
H 4.2166 1.5766 0.1479
C 1.9241 -0.0428 -1.7661
C 0.9669 0.1397 -2.8198
H 2.1324 -1.0580 -1.3878
C 0.7771 1.4198 -3.3455
C 1.4619 2.4964 -2.7791
C -0.2386 1.6504 -4.4332
C 2.3270 2.3612 -1.6933
H 1.3002 3.4950 -3.1928
C 2.9284 3.5778 -1.0391
H 2.7259 4.4571 -1.6605
H 4.0145 3.4771 -0.9129
H 2.4787 3.7512 -0.0474
H -0.0976 0.9554 -5.2713
H -0.1442 2.6779 -4.8030
H -1.2646 1.5245 -4.0475
H -0.0057 -1.0323 -4.3711
H 0.7540 -1.9998 -3.0312
F -0.8207 -0.8343 1.7379
C -1.5206 -2.4046 1.9943
F -0.5236 -3.0921 2.5003
F -2.1523 -1.9318 3.0938


3.
7 unconnected molecules or ions with the total composition C21H28Cl6F2O2, computed with ωB97M-V/def2-TZVPD.

Summary:
E_tot: -3928.288027 Eh
SMILES string: Fc1ccccc1.Fc1ccccc1.CC(C)=O.CC(C)=O.ClCCl.ClCCl.ClCCl
energy relative to the best compared isomer or geometry (same formula, charge and spin): 26.9 kcal/mol
LUMO level: 0.01508 Eh
frontier orbital gap: 9.64 eV

Geometry (Å):
F 6.8377 22.5691 7.6092
C 5.7986 21.8723 7.1026
C 4.8114 21.3378 7.9368
C 3.7368 20.7055 7.4127
C 3.7065 20.3920 6.0590
C 4.7266 20.8550 5.2081
C 5.7436 21.6449 5.7502
H 4.8393 21.7009 8.9536
H 2.8030 20.5089 7.9185
H 2.8432 19.8728 5.6698
H 4.6802 20.6462 4.1495
H 6.5462 21.9864 5.1133
F -4.3368 21.0940 10.4052
C -4.1636 21.8674 11.5099
C -3.9997 23.2232 11.3917
C -3.9803 24.0365 12.4896
C -4.0910 23.5211 13.7739
C -4.2554 22.1385 13.9454
C -4.2925 21.3372 12.7899
H -4.0323 23.6372 10.3947
H -3.8810 25.0950 12.2996
H -4.0426 24.2270 14.5899
H -4.3268 21.7840 14.9630
H -4.5263 20.2834 12.8252
C -4.9341 29.0954 4.2483
Cl -5.8215 27.9300 5.3149
Cl -5.2603 30.7627 4.8639
H -3.8720 28.8616 4.3222
H -5.2657 28.9618 3.2186
C -1.8193 23.0624 3.4189
Cl -2.9754 23.9624 2.4518
Cl -0.3140 23.9978 3.4606
H -2.2012 22.9239 4.4304
H -1.6677 22.0912 2.9479
C -2.7654 24.5831 -3.7575
Cl -1.1681 24.0110 -3.2744
Cl -2.6832 26.3550 -3.8869
H -3.0725 24.2004 -4.7308
H -3.5126 24.3434 -3.0011
C -2.7706 15.0091 2.1066
C -2.9933 15.6437 3.4409
O -2.4878 16.6954 3.8169
C -3.9259 14.9176 4.4224
H -3.7464 14.6688 1.7600
H -2.1704 14.1021 2.1797
H -2.3484 15.7712 1.4515
H -3.7578 15.3109 5.4249
H -3.6409 13.8712 4.5315
H -4.9546 15.0963 4.1094
C 1.0200 30.1822 1.6496
C 0.4136 30.2886 0.3174
O -0.7220 30.6326 0.2227
C 1.3316 30.2160 -0.8897
H 0.8811 29.1987 2.0985
H 0.4717 30.8100 2.3520
H 2.0925 30.3772 1.6457
H 0.8075 30.7280 -1.6967
H 1.5602 29.1772 -1.1280
H 2.2468 30.7504 -0.6349


4.
A gas-phase ion, C21H28ClN2O3 (charge +1), computed with ωB97M-V/def2-TZVPD.

Summary:
E_tot: -1612.224370 Eh
SMILES string: CC[NH2+]Cc1cc(OCC)c(OCC(=O)NCCc2ccccc2)cc1Cl
energy relative to the best compared isomer or geometry (same formula, charge and spin): 6.3 kcal/mol
LUMO level: -0.09163 Eh
frontier orbital gap: 8.41 eV
charge: +1

Geometry (Å):
C -0.6123 -2.9732 -2.9168
C 0.1178 -2.7035 -1.6149
N -0.3274 -3.6264 -0.5332
H 0.2527 -3.4571 0.3191
H -0.2071 -4.5940 -0.8466
C -1.7279 -3.4177 -0.0551
C -1.8566 -2.0022 0.4247
C -2.7486 -1.1194 -0.1574
C -2.7648 0.2452 0.1348
C -1.7742 0.7377 1.0133
C -0.9617 -0.1635 1.6945
C -1.0011 -1.5095 1.4043
Cl 0.0868 -2.5878 2.2479
H -0.2459 0.2038 2.4122
O -1.6371 2.0841 1.1898
C -0.3276 2.6054 1.2141
H 0.2124 2.3244 2.1289
C 0.4944 2.1429 -0.0026
O 0.2416 1.1188 -0.6070
N 1.4904 2.9800 -0.3280
H 1.6807 3.7843 0.2493
C 2.4578 2.6655 -1.3573
H 2.6351 3.5582 -1.9612
H 2.0113 1.8876 -1.9798
C 3.7770 2.1634 -0.7521
C 3.5496 0.9091 0.0430
C 3.3215 0.9675 1.4115
C 3.1133 -0.1884 2.1434
C 3.1281 -1.4198 1.5126
C 3.3283 -1.4854 0.1443
C 3.5339 -0.3293 -0.5856
H 3.7054 -0.3869 -1.6507
H 3.3549 -2.4464 -0.3511
H 3.0034 -2.3252 2.0879
H 2.9592 -0.1292 3.2111
H 3.3341 1.9240 1.9159
H 4.4757 1.9708 -1.5666
H 4.1999 2.9411 -0.1132
H -0.4582 3.6898 1.2059
O -3.6940 0.9356 -0.5417
C -4.0121 2.2977 -0.2702
C -4.6906 2.4791 1.0804
H -4.0021 2.2591 1.8916
H -5.0264 3.5070 1.1785
H -5.5517 1.8198 1.1575
H -3.1247 2.9288 -0.3505
H -4.7045 2.5550 -1.0760
H -3.4525 -1.4635 -0.8982
H -2.4302 -3.6142 -0.8638
H -1.9091 -4.1255 0.7575
H -0.0489 -1.6771 -1.2821
H 1.1904 -2.8515 -1.7490
H -0.5168 -4.0148 -3.2167
H -1.6641 -2.7146 -2.8471
H -0.1776 -2.3591 -3.6994


Molar mass (g/mol)
611.99 641.89 563.17 391.92